P.
A molecular structure, C54H46AsBrF3IN8O2Zr. Source: OMol25; level of theory: wB97M-V/def2-TZVPD.

Each line ends with the Löwdin charge.
CARTESIAN COORDINATES (ANGSTROEM)
1 Zr -0.6560 0.1785 -0.3799  1.900
2 C -3.3391 3.7304 -5.2364  -0.068
3 C -3.9351 4.4236 -4.1702  -0.065
4 C -3.9541 3.8973 -2.8918  0.004
5 C -3.3470 2.6619 -2.7047  -0.095
6 C -3.1392 1.8389 -1.5212  -0.268
7 N -3.7958 1.9893 -0.4135  0.230
8 C -3.5914 1.2048 0.6464  -0.301
9 C -4.4198 1.2963 1.8195  -0.142
10 C -5.5936 2.0075 2.0792  -0.012
11 C -6.1271 1.9101 3.3441  -0.077
12 C -5.5092 1.1225 4.3393  -0.077
13 C -4.3584 0.4130 4.0788  -0.011
14 C -3.8159 0.5157 2.7955  -0.118
15 C -2.6743 -0.1014 2.1700  -0.280
16 N -1.9902 -1.0676 2.7565  0.219
17 C -1.2634 -1.9095 2.0654  -0.313
18 N -0.9724 -1.8459 0.7178  0.047
19 C -0.4694 -3.0433 0.3591  -0.302
20 N -0.0984 -3.4417 -0.8578  0.159
21 C -0.3183 -2.7272 -1.9226  -0.305
22 N -0.9170 -1.4843 -2.0154  0.053
23 C -1.0693 -1.2262 -3.3491  -0.269
24 N -1.5915 -0.1594 -3.9154  0.215
25 C -2.1528 0.7837 -3.1806  -0.303
26 N -2.3237 0.7620 -1.8358  0.030
27 C -2.7494 1.9832 -3.7537  -0.120
28 C -2.7404 2.4995 -5.0439  -0.010
29 C -0.5360 -2.3242 -4.1502  -0.117
30 C -0.4281 -2.5008 -5.5222  -0.002
31 C 0.2009 -3.6526 -5.9616  -0.068
32 C 0.7056 -4.5954 -5.0535  -0.063
33 C 0.5856 -4.4127 -3.6866  -0.005
34 C -0.0461 -3.2550 -3.2576  -0.127
35 C -0.4113 -3.9331 1.5069  -0.143
36 C -0.0592 -5.2768 1.6410  -0.054
37 C -0.1379 -5.8343 2.8996  -0.073
38 C -0.5751 -5.0788 4.0056  -0.073
39 C -0.9653 -3.7637 3.8636  -0.022
40 C -0.8755 -3.2021 2.5904  -0.142
41 N -2.5604 0.3339 0.8658  0.038
42 H -3.3423 4.1756 -6.2225  0.102
43 H -4.3748 5.3949 -4.3543  0.103
44 H -4.4036 4.4263 -2.0630  0.117
45 H -6.0548 2.6124 1.3105  0.114
46 H -7.0364 2.4450 3.5854  0.100
47 H -5.9529 1.0788 5.3255  0.099
48 H -3.8818 -0.1969 4.8342  0.110
49 H -2.2634 1.9633 -5.8529  0.116
50 H -0.8146 -1.7616 -6.2101  0.114
51 H 0.3115 -3.8307 -7.0232  0.102
52 H 1.2063 -5.4767 -5.4323  0.103
53 H 0.9834 -5.1274 -2.9791  0.100
54 H 0.2504 -5.8584 0.7843  0.089
55 H 0.1296 -6.8729 3.0420  0.102
56 H -0.6154 -5.5474 4.9804  0.101
57 H -1.3335 -3.1843 4.6997  0.113
58 Br 5.5079 -6.2367 -1.5418  0.715
59 C 5.7111 -5.4185 0.1494  -0.741
60 C 6.9140 -5.6172 0.8156  -0.138
61 C 7.1226 -5.0442 2.0582  -0.085
62 C 6.1250 -4.2753 2.6390  -0.088
63 C 4.9294 -4.0773 1.9693  -0.165
64 C 4.7073 -4.6428 0.7154  -0.731
65 I 2.8867 -4.2617 -0.2088  1.124
66 H 7.6808 -6.2212 0.3522  0.098
67 H 8.0632 -5.2000 2.5688  0.106
68 H 6.2750 -3.8312 3.6140  0.104
69 H 4.1464 -3.4819 2.4212  0.071
70 C 3.5100 -0.3286 1.1137  -0.197
71 As 1.9675 -0.0050 2.1791  1.063
72 C 2.5547 1.4258 3.2921  -0.199
73 C 1.8372 -1.5345 3.3081  -0.179
74 O 0.4917 0.3849 1.4900  -0.600
75 H 4.3107 -0.5036 1.8348  0.049
76 H 3.7417 0.5400 0.5011  0.039
77 H 3.3765 -1.2027 0.4818  -0.013
78 H 3.5035 1.1343 3.7415  0.046
79 H 1.8196 1.6412 4.0640  0.045
80 H 2.6904 2.3129 2.6766  0.043
81 H 2.7487 -1.5998 3.9024  0.048
82 H 1.7272 -2.4266 2.6904  0.030
83 H 0.9673 -1.4397 3.9552  0.047
84 F 1.8768 -0.6730 -3.1714  0.038
85 C 2.3679 -1.4682 -2.2392  -0.158
86 F 1.3001 -0.6938 -0.6982  -0.469
87 F 3.4956 -0.8648 -1.9034  0.018
88 C -2.3359 3.4777 2.1532  -0.051
89 C -1.0395 4.2476 2.0104  -0.358
90 C 0.0631 3.5248 2.7786  -0.071
91 C -0.5952 4.5010 0.5795  -0.119
92 C -0.5059 5.8484 0.2256  -0.051
93 C 0.0732 6.2779 -0.9508  -0.092
94 C 0.6811 5.3264 -1.7473  -0.048
95 C 0.6070 3.9713 -1.4497  -0.138
96 C 1.4722 3.0466 -2.2783  -0.348
97 C 2.4971 2.3398 -1.3862  -0.054
98 C 0.6370 2.0772 -3.0866  -0.047
99 C -0.1600 3.5277 -0.3475  -0.214
100 O -0.4221 2.2002 -0.1811  -0.301
101 H -2.6554 3.4401 3.1973  0.095
102 H -2.1564 2.4628 1.8192  0.049
103 H -3.1400 3.9078 1.5555  0.092
104 H -1.1751 5.2342 2.4607  0.122
105 H 0.2461 2.5548 2.3166  0.039
106 H -0.2383 3.3625 3.8175  0.086
107 H 0.9889 4.1053 2.7750  0.086
108 H -0.8882 6.5812 0.9267  0.107
109 H 0.1135 7.3292 -1.2014  0.097
110 H 1.2473 5.6299 -2.6205  0.109
111 H 2.0348 3.6664 -2.9816  0.131
112 H 2.0009 1.7604 -0.6049  0.043
113 H 3.1369 3.0809 -0.9015  0.089
114 H 3.1270 1.6668 -1.9697  0.074
115 H 0.1387 1.3992 -2.3956  0.020
116 H 1.2352 1.4992 -3.7873  0.086
117 H -0.1375 2.6055 -3.6424  0.091

Charge = 0
E_HOMO = -0.2279 Eh



Q.
A molecular structure, C54H46AsBrF3IN8O2Zr. Source: OMol25; level of theory: wB97M-V/def2-TZVPD.

Each line ends with the Löwdin charge.
CARTESIAN COORDINATES (ANGSTROEM)
1 Zr 0.1617 -0.5132 0.0688  1.897
2 C 2.0554 0.3676 -6.4186  -0.076
3 C 1.6374 1.6749 -6.1740  -0.078
4 C 0.9599 2.0131 -5.0145  -0.020
5 C 0.7365 1.0072 -4.0865  -0.102
6 C 0.0465 0.9586 -2.8057  -0.303
7 N -0.7017 1.9582 -2.3866  0.203
8 C -1.5404 1.8310 -1.3730  -0.309
9 C -2.5933 2.8054 -1.1282  -0.117
10 C -2.9887 3.9743 -1.7638  -0.012
11 C -4.1400 4.5977 -1.3148  -0.077
12 C -4.8799 4.0798 -0.2514  -0.105
13 C -4.4921 2.9163 0.3911  -0.019
14 C -3.3436 2.2863 -0.0585  -0.124
15 C -2.7080 1.0348 0.3047  -0.292
16 N -3.2195 0.2485 1.2298  0.217
17 C -2.7994 -0.9769 1.4402  -0.276
18 N -1.7705 -1.6246 0.8142  0.056
19 C -1.8521 -2.9330 1.1622  -0.302
20 N -1.0406 -3.9044 0.7939  0.207
21 C -0.1017 -3.7356 -0.1088  -0.270
22 N 0.1068 -2.6289 -0.8738  0.054
23 C 0.9495 -2.9925 -1.8793  -0.274
24 N 1.2435 -2.3036 -2.9570  0.203
25 C 0.8462 -1.0589 -3.1289  -0.302
26 N 0.1669 -0.2806 -2.2500  0.053
27 C 1.1930 -0.3024 -4.3187  -0.101
28 C 1.8302 -0.6423 -5.5002  -0.006
29 C 1.3971 -4.3634 -1.7041  -0.100
30 C 2.2527 -5.1709 -2.4297  -0.006
31 C 2.4219 -6.4753 -1.9934  -0.073
32 C 1.7496 -6.9539 -0.8717  -0.073
33 C 0.9010 -6.1422 -0.1357  -0.004
34 C 0.7299 -4.8387 -0.5655  -0.096
35 C -2.9520 -3.1543 2.0856  -0.101
36 C -3.4442 -4.2826 2.7179  -0.005
37 C -4.4839 -4.1093 3.6159  -0.074
38 C -5.0332 -2.8514 3.8543  -0.073
39 C -4.5791 -1.7262 3.1872  -0.003
40 C -3.5259 -1.8916 2.3041  -0.090
41 N -1.6373 0.7965 -0.4998  0.045
42 H 2.5523 0.1373 -7.3487  0.102
43 H 1.8441 2.4375 -6.9103  0.101
44 H 0.6149 3.0220 -4.8364  0.111
45 H -2.4279 4.3701 -2.5955  0.112
46 H -4.4815 5.5008 -1.8009  0.104
47 H -5.7756 4.5963 0.0652  0.107
48 H -5.0575 2.5029 1.2112  0.119
49 H 2.1209 -1.6628 -5.6902  0.114
50 H 2.7612 -4.7906 -3.3023  0.114
51 H 3.0838 -7.1358 -2.5356  0.102
52 H 1.8898 -7.9838 -0.5740  0.103
53 H 0.3871 -6.5062 0.7389  0.115
54 H -3.0248 -5.2539 2.5136  0.113
55 H -4.8791 -4.9609 4.1489  0.102
56 H -5.8329 -2.7580 4.5738  0.102
57 H -5.0123 -0.7522 3.3514  0.114
58 Br -0.8753 6.0974 5.4653  0.687
59 C -2.3420 6.4025 4.2942  -0.736
60 C -3.2126 7.4423 4.5844  -0.140
61 C -4.2671 7.7229 3.7342  -0.087
62 C -4.4501 6.9575 2.5951  -0.083
63 C -3.5946 5.9043 2.3243  -0.148
64 C -2.5373 5.6101 3.1709  -0.695
65 I -1.3012 3.9352 2.7671  1.081
66 H -3.0616 8.0290 5.4773  0.097
67 H -4.9414 8.5339 3.9655  0.104
68 H -5.2619 7.1672 1.9154  0.102
69 H -3.7572 5.2898 1.4536  0.055
70 C 2.7258 3.2580 1.5740  -0.178
71 As 1.8221 2.7578 -0.1066  1.115
72 C 0.6190 4.2548 -0.4787  -0.194
73 C 3.1843 2.9626 -1.5050  -0.165
74 O 1.1265 1.2930 -0.3240  -0.612
75 H 3.2596 4.1877 1.3799  0.045
76 H 3.4295 2.4905 1.8886  0.038
77 H 1.9855 3.4138 2.3587  0.010
78 H 0.7240 4.5579 -1.5184  0.040
79 H 0.8593 5.0859 0.1798  0.035
80 H -0.4045 3.9380 -0.3094  -0.019
81 H 3.5910 3.9740 -1.4897  0.044
82 H 2.6832 2.7800 -2.4572  0.031
83 H 3.9839 2.2356 -1.3741  0.014
84 F 0.3341 0.9884 3.8028  -0.007
85 C 0.3797 1.4035 2.5060  -0.453
86 F -0.5579 0.4547 1.8986  -0.207
87 F 1.5788 0.7961 2.0504  -0.149
88 C 3.6593 -0.8135 -1.8649  -0.056
89 C 4.4327 -1.3013 -0.6452  -0.340
90 C 4.6249 -0.1323 0.3315  -0.054
91 C 3.8035 -2.4663 0.0955  -0.132
92 C 4.5010 -3.6642 0.1247  -0.047
93 C 4.2098 -4.6524 1.0449  -0.085
94 C 3.3062 -4.3576 2.0487  -0.047
95 C 2.5604 -3.1895 2.0385  -0.127
96 C 1.8736 -2.7848 3.3275  -0.338
97 C 2.6133 -1.5665 3.8944  -0.043
98 C 0.3911 -2.4738 3.1806  -0.050
99 C 2.6665 -2.3028 0.9291  -0.250
100 O 1.8065 -1.3084 0.7238  -0.295
101 H 4.1929 0.0094 -2.3437  0.083
102 H 2.6748 -0.4634 -1.5401  0.049
103 H 3.5403 -1.6112 -2.5945  0.078
104 H 5.4255 -1.6349 -0.9779  0.133
105 H 3.6529 0.3205 0.5488  0.048
106 H 5.2800 0.6200 -0.1093  0.075
107 H 5.0675 -0.4760 1.2654  0.092
108 H 5.3197 -3.8028 -0.5674  0.112
109 H 4.7564 -5.5836 1.0539  0.101
110 H 3.2130 -5.0381 2.8850  0.112
111 H 1.9805 -3.6110 4.0425  0.132
112 H 2.7189 -0.8186 3.1179  0.057
113 H 3.6073 -1.8373 4.2395  0.082
114 H 2.0537 -1.1324 4.7196  0.079
115 H 0.2510 -1.7169 2.3999  0.034
116 H -0.0100 -2.0951 4.1202  0.097
117 H -0.1400 -3.3823 2.9095  0.072

Charge = 0
E_HOMO = -0.2303 Eh



What should be chosen as the least stable of them? Choose Q.



P.
C6H3NO in the gas phase. Source: OMol25; level of theory: wB97M-V/def2-TZVPD.

Each line ends with the natural charge from an NBO analysis.
CARTESIAN COORDINATES (ANGSTROEM)
1 C -2.0924 -0.9651 0.8732  -0.170
2 C -0.9543 -0.2426 0.3184  0.140
3 C -0.0555 0.3139 -0.4343  -0.153
4 C 1.1365 0.7170 -0.8661  0.068
5 C 2.4425 1.1806 -0.8882  -0.082
6 C 3.4563 2.0957 -1.3425  0.201
7 H -1.1037 -2.4825 1.3067  0.467
8 H -2.2051 -0.6012 1.8230  0.205
9 H -2.8593 -0.5858 0.0942  0.244
10 N 4.1759 2.9839 -1.7400  -0.253
11 O -1.9409 -2.4140 0.8557  -0.667

Charge = 0
E_HOMO = -0.3503 Eh
SMILES = N#CC#CC#CCO



Q.
C6H3NO in the gas phase. Source: OMol25; level of theory: wB97M-V/def2-TZVPD.

Each line ends with the natural charge from an NBO analysis.
CARTESIAN COORDINATES (ANGSTROEM)
1 C 0.0381 1.1818 0.2071  0.539
2 C 1.4128 0.6492 0.0545  -0.261
3 C 1.2724 -0.6749 -0.1202  -0.198
4 C -0.0712 -1.1657 0.0417  -0.095
5 C -0.8863 -0.0871 0.1684  -0.253
6 C -2.2178 -0.0703 0.0619  0.238
7 H 2.4401 1.1732 0.0622  0.255
8 H 1.9809 -1.4382 -0.1117  0.218
9 H -0.3796 -2.2001 -0.1922  0.238
10 N -3.3784 0.3009 -0.0655  -0.254
11 O -0.2111 2.3312 -0.1063  -0.426

Charge = 0
E_HOMO = -0.3512 Eh
SMILES = N#CC1=CC=CC1=O



What should be chosen as the least stable of them? Choose P.



P.
A molecular structure, C7H10ClNO2. Source: OMol25; level of theory: wB97M-V/def2-TZVPD.

Each line ends with the natural charge from an NBO analysis.
CARTESIAN COORDINATES (ANGSTROEM)
1 C 1.6064 0.9581 -0.3287  -0.415
2 C 0.8800 1.1992 0.9604  -0.466
3 C 0.6153 -1.2059 0.6229  -0.468
4 C -0.3652 -0.1157 -1.2797  -0.471
5 C 0.9706 -0.4136 -0.7288  -0.187
6 C 0.0476 -0.0534 1.2719  -0.047
7 C -1.3460 0.1778 -0.1285  -0.002
8 N -2.3965 -0.8256 0.0185  0.481
9 O -2.2510 -1.9545 -0.4395  -0.389
10 O -3.3683 -0.4311 0.6340  -0.366
11 Cl -2.0291 1.7246 -0.2092  0.061
12 H 1.3100 1.7026 -1.1385  0.210
13 H 2.7290 1.0243 -0.3280  0.218
14 H 1.6425 1.1992 1.7596  0.226
15 H 0.1882 2.0387 0.9520  0.241
16 H 0.0062 -2.0658 0.3872  0.253
17 H 1.6239 -1.4342 1.0776  0.224
18 H -0.4867 0.5634 -2.0152  0.227
19 H -0.6094 -1.0108 -1.8850  0.245
20 H 1.4827 -0.8789 -1.4557  0.208
21 H -0.2500 -0.1984 2.2526  0.216

Charge = 0
E_HOMO = -0.3602 Eh



Q.
2 unconnected molecules or ions with the total composition C7H10ClNO2. Source: OMol25; level of theory: wB97M-V/def2-TZVPD.

Each line ends with the natural charge from an NBO analysis.
CARTESIAN COORDINATES (ANGSTROEM)
1 C 2.0345 0.6642 0.8093  -0.151
2 C -0.9238 -1.7025 2.7549  1.034
3 C 2.2836 -0.1635 1.9922  -0.366
4 C 0.6105 -0.1479 -1.0053  0.265
5 C -1.7421 0.6565 -0.7035  -0.605
6 C -0.6956 0.3651 -2.9883  -0.586
7 C -0.7549 -0.1556 -1.5474  -0.312
8 N 1.1487 0.3362 -0.0527  -0.259
9 O -1.7500 -1.0799 3.2401  -0.508
10 O -0.1337 -2.3525 2.2412  -0.532
11 Cl 1.2015 0.3209 3.4149  -0.148
12 H 2.4625 1.6516 0.7407  0.201
13 H 2.0426 -1.2091 1.8173  0.231
14 H 3.2924 -0.0425 2.3764  0.225
15 H -1.7962 0.2681 0.3112  0.212
16 H -2.7346 0.6128 -1.1465  0.212
17 H -1.4292 1.6972 -0.6558  0.209
18 H -1.6759 0.2983 -3.4540  0.211
19 H 0.0108 -0.2171 -3.5751  0.222
20 H -0.3775 1.4054 -2.9978  0.207
21 H -1.0737 -1.2057 -1.5718  0.237

Charge = 0
E_HOMO = -0.2798 Eh



What should be chosen as the least stable of them? Choose P.